The following is a DFT calculation (ωB97M-V/def2-TZVPD) of a structure of composition C31H23N6NaO4SSe.

Output
Electronic energy   -130252.713 eV
M   677.58 g/mol
E_LUMO   3.00 eV
Energy relative to the best compared isomer or geometry (same formula, charge and spin)   0.0 kcal/mol
Net charge   -2
Frontier orbital gap   3.96 eV

Cartesian coordinates (Å):
Na  0.129  0.140  0.783
C  2.002  -0.917  4.771
C  1.211  -0.085  3.761
O  1.232  -0.516  2.575
C  0.569  1.054  4.249
C  -0.193  2.017  3.481
C  -0.806  3.167  4.250
N  -0.357  1.899  2.205
N  -1.108  2.914  1.607
C  -1.451  2.572  0.381
O  -1.249  1.497  -0.243
C  -2.177  3.677  -0.369
C  -2.615  4.846  0.257
C  -3.273  5.830  -0.463
C  -3.503  5.667  -1.826
C  -3.072  4.507  -2.453
C  -2.419  3.519  -1.727
H  1.740  -1.969  4.638
H  3.069  -0.820  4.553
H  1.827  -0.621  5.807
H  0.672  1.264  5.307
H  -0.499  3.143  5.295
H  -0.516  4.116  3.797
H  -1.897  3.131  4.194
H  -2.415  4.951  1.315
H  -3.608  6.732  0.038
H  -4.010  6.440  -2.394
H  -3.242  4.372  -3.516
H  -2.077  2.602  -2.190
Se  -4.562  -6.715  0.594
N  -4.219  -5.465  1.836
C  -3.449  -4.571  1.285
C  -2.939  -3.398  1.979
C  -3.248  -3.122  3.312
C  -2.734  -1.980  3.883
C  -1.933  -1.138  3.109
N  -1.645  -1.390  1.844
C  -2.124  -2.496  1.284
C  -1.757  -2.731  -0.137
N  -0.946  -1.836  -0.713
C  -0.654  -1.991  -1.995
C  -1.134  -3.053  -2.766
C  -1.943  -3.993  -2.175
C  -2.270  -3.836  -0.829
C  -3.123  -4.784  -0.123
N  -3.639  -5.844  -0.676
H  -3.879  -3.805  3.866
H  -2.936  -1.727  4.916
H  -1.500  -0.237  3.526
H  0.017  -1.255  -2.423
H  -0.852  -3.125  -3.808
H  -2.330  -4.843  -2.722
O  7.692  -0.962  -6.029
C  7.376  0.105  -5.225
O  8.117  1.061  -5.249
C  6.136  0.005  -4.451
C  5.746  1.097  -3.658
C  4.593  1.071  -2.913
C  3.726  -0.053  -2.894
S  2.283  -0.080  -1.982
C  4.139  -1.148  -3.696
C  5.293  -1.118  -4.441
H  7.002  -1.630  -5.930
H  6.381  1.974  -3.647
H  4.316  1.928  -2.312
H  3.514  -2.032  -3.706
H  5.520  -2.015  -5.015

natural (NBO) atomic charge list, values in e, 5 entries: 0.90 -0.68 0.46 -0.78 -0.55